Record 1
{"formula": "C28H41AlBrF15N4O18PS", "method": "ωB97M-V/def2-TZVPD", "species": ["C", "C", "C", "N", "C", "C", "C", "C", "O", "C", "C", "O", "P", "O", "Br", "H", "H", "H", "H", "H", "H", "H", "H", "H", "H", "H", "H", "H", "H", "H", "H", "N", "O", "O", "O", "O", "H", "N", "H", "H", "H", "H", "F", "Al", "C", "O", "C", "O", "O", "C", "H", "H", "H", "H", "H", "H", "C", "C", "C", "C", "C", "C", "N", "O", "O", "H", "H", "H", "H", "H", "C", "F", "F", "F", "S", "O", "O", "O", "C", "C", "O", "C", "O", "C", "F", "F", "F", "H", "H", "H", "H", "H", "C", "C", "C", "F", "F", "F", "F", "O", "C", "C", "F", "F", "F", "F", "H", "H", "H", "H"], "coordinates": [[3.044, 1.196, 2.900], [1.670, 1.424, 2.858], [1.102, 2.546, 2.064], [-0.420, 2.579, 2.047], [-0.842, 3.170, 3.372], [-2.247, 2.850, 3.783], [-3.237, 3.640, 3.714], [-0.948, 1.223, 1.774], [-2.152, 1.418, 1.049], [-2.962, 0.355, 0.918], [-2.595, -1.071, 1.241], [-3.956, 0.539, 0.493], [-0.825, 3.672, 0.578], [-2.300, 4.306, 0.758], [0.509, 5.454, 0.600], [3.715, 1.684, 3.633], [3.502, 0.495, 2.162], [1.070, 0.729, 3.420], [1.387, 3.459, 2.583], [1.527, 2.635, 1.065], [-0.164, 2.937, 4.179], [-0.786, 4.246, 3.259], [-2.412, 1.881, 4.214], [-4.204, 3.224, 3.882], [-3.130, 4.667, 3.451], [-0.257, 0.677, 1.150], [-1.059, 0.677, 2.695], [-3.536, -1.587, 1.402], [-2.028, -1.202, 2.172], [-2.089, -1.593, 0.427], [-2.883, 3.745, 0.258], [3.583, -0.001, 0.107], [3.474, -0.474, -0.996], [4.708, 0.266, 0.532], [2.549, 0.213, 0.857], [3.833, 3.112, 0.835], [3.860, 3.898, 1.433], [-0.359, -1.789, -1.972], [0.213, -2.583, -2.241], [0.235, -1.081, -1.500], [-0.774, -1.376, -2.802], [-1.118, -2.121, -1.327], [-2.176, -3.582, -0.744], [-2.511, -2.829, 3.340], [-1.996, -7.258, 7.532], [-1.428, -8.270, 6.704], [-1.493, -8.020, 5.409], [-1.973, -7.045, 4.904], [-0.939, -9.028, 4.772], [-0.936, -8.901, 3.347], [-1.879, -7.582, 8.560], [-1.470, -6.314, 7.401], [-3.056, -7.138, 7.321], [-0.366, -8.027, 3.041], [-1.952, -8.848, 2.964], [-0.457, -9.787, 2.948], [5.645, 3.042, 8.702], [5.738, 4.321, 8.175], [5.779, 4.504, 6.806], [5.721, 3.401, 5.978], [5.635, 2.121, 6.489], [5.597, 1.943, 7.859], [5.740, 3.596, 4.528], [5.835, 4.712, 4.117], [5.654, 2.615, 3.820], [5.608, 2.902, 9.773], [5.777, 5.175, 8.834], [5.852, 5.501, 6.401], [5.596, 1.262, 5.837], [5.528, 0.947, 8.271], [3.364, 2.935, -4.504], [3.469, 4.008, -5.266], [2.084, 2.575, -4.520], [4.037, 1.976, -5.113], [3.976, 3.236, -2.797], [3.133, 4.305, -2.308], [5.352, 3.603, -2.956], [3.816, 1.983, -2.077], [-3.466, -3.546, -3.435], [-2.157, -3.688, -4.172], [-2.180, -4.808, -5.064], [-2.751, -4.594, -6.232], [-3.228, -3.579, -6.578], [-2.662, -5.851, -7.096], [-2.971, -6.943, -6.409], [-1.430, -6.013, -7.567], [-3.476, -5.790, -8.127], [-3.715, -4.470, -2.922], [-3.409, -2.745, -2.702], [-4.283, -3.330, -4.124], [-1.358, -3.883, -3.460], [-1.899, -2.775, -4.715], [-1.955, 0.847, -5.959], [-0.679, 1.695, -6.203], [-0.701, 3.155, -5.703], [-1.654, 3.885, -6.303], [0.470, 3.766, -5.969], [-0.364, 1.643, -7.507], [0.323, 1.052, -5.540], [-2.888, 0.685, -7.032], [-3.882, 1.617, -7.260], [-3.731, 2.298, -8.621], [-2.554, 2.928, -8.725], [-4.701, 3.222, -8.780], [-3.954, 2.489, -6.247], [-5.043, 0.941, -7.255], [-1.591, -0.164, -5.790], [-2.458, 1.125, -5.035], [-0.857, 3.196, -4.620], [-3.800, 1.565, -9.427]], "forces_ev_per_a": [[-0.1, 2.6, 0.5], [1.2, 0.4, -0.3], [-0.2, 0.3, 1.2], [0.9, 0.3, 2.0], [-1.2, 0.7, 0.6], [3.0, -2.4, 0.0], [-2.4, 1.8, -0.3], [0.0, 0.5, -1.1], [1.9, 0.1, 1.5], [7.6, -2.4, 3.3], [0.7, -0.2, 0.8], [-10.9, 2.1, -4.7], [0.3, 0.4, -3.6], [1.4, 0.4, 1.3], [-0.7, -0.7, 0.8], [0.2, 0.7, -0.9], [-0.1, -1.4, 0.2], [-0.6, -0.7, -0.5], [0.4, 0.4, -0.1], [0.3, -0.5, -0.3], [0.5, -0.6, -0.1], [0.2, 0.3, -0.2], [0.0, -0.7, -0.1], [-0.7, 0.3, 0.5], [-0.2, 0.6, -0.4], [0.6, 0.0, -0.2], [-0.4, 0.0, 0.5], [-0.4, 0.0, -0.4], [0.6, 0.6, -0.4], [0.0, -0.3, -0.1], [-0.9, -0.5, -0.4], [1.5, -0.4, -1.7], [-1.4, -0.7, -0.5], [-0.6, 0.3, 1.5], [-0.1, -0.4, -0.5], [-1.1, -0.6, 2.0], [0.3, -0.4, -0.6], [0.2, 1.0, 0.7], [0.1, -0.2, 0.0], [0.0, -0.5, -0.5], [0.0, 0.0, -0.2], [-0.3, -1.3, -0.2], [0.8, 1.6, 0.4], [-0.2, -1.2, 0.3], [-0.1, 0.1, 0.3], [0.0, 0.0, 0.6], [0.3, -0.6, 0.2], [-0.4, 1.1, -0.4], [0.2, -0.4, -0.4], [0.1, -0.1, -0.3], [0.1, -0.2, 0.0], [0.0, 0.0, -0.1], [0.0, 0.1, -0.1], [-0.1, 0.1, 0.0], [0.0, 0.1, 0.0], [0.1, -0.1, 0.2], [0.0, 0.0, 0.1], [0.0, -0.1, 0.1], [0.0, 0.4, 0.0], [0.0, -0.1, 0.4], [-0.1, -0.3, -0.1], [0.0, 0.1, 0.1], [0.1, -0.5, 0.5], [0.1, 1.3, -0.4], [-0.2, -0.7, -0.3], [0.0, 0.0, 0.1], [0.0, 0.1, 0.0], [0.0, 0.0, -0.2], [0.1, 0.0, -0.2], [0.0, -0.1, 0.0], [0.2, 0.0, -0.1], [0.1, 0.9, -0.1], [-0.6, -0.3, 0.7], [0.6, -0.8, 0.0], [0.7, 0.1, 1.3], [-0.7, 0.2, -0.1], [0.4, 0.2, -0.6], [-0.6, 0.0, -0.4], [-0.5, -0.1, -0.4], [0.0, 0.3, 0.5], [0.6, -0.3, 0.6], [0.6, -1.0, 0.5], [-1.0, 1.7, -1.0], [0.0, -0.6, -0.3], [-0.2, -0.3, 0.5], [0.7, 0.2, 0.0], [-0.5, 0.4, -0.4], [0.2, 0.0, 0.2], [0.0, -0.1, 0.1], [0.1, 0.1, -0.1], [0.0, -0.4, 0.0], [-0.1, -0.1, -0.3], [-0.4, -0.4, 0.0], [-0.4, -0.2, -0.6], [0.6, 0.4, 0.3], [-0.5, -0.2, -0.2], [-0.2, -0.3, -0.3], [0.0, 0.2, -0.1], [-0.2, 0.0, 0.4], [0.7, 0.6, 0.0], [0.3, -0.7, 0.7], [-0.1, 0.0, -0.6], [0.4, 0.1, 0.2], [-0.3, 0.0, 0.2], [0.0, 0.5, 0.1], [-0.3, -0.1, -0.3], [0.1, -0.1, -0.2], [-0.1, 0.4, 0.0], [0.0, -0.2, 0.0], [-0.1, -0.2, 0.1]], "lowdin_charge": [0.19, 0.00, -0.21, -0.33, -0.14, -0.19, 0.06, -0.17, -0.01, -0.59, -0.08, 0.27, 0.69, -0.28, 0.50, 0.10, 0.09, 0.13, 0.12, 0.10, 0.13, 0.12, 0.10, 0.08, 0.09, 0.14, 0.12, 0.06, -0.12, 0.07, 0.06, -0.56, 0.03, 0.04, -0.15, -0.06, 0.00, 0.30, 0.14, 0.15, 0.13, 0.07, -0.62, 1.15, -0.04, 0.02, -0.66, 0.10, 0.03, -0.03, 0.10, 0.09, 0.10, 0.10, 0.10, 0.10, -0.06, -0.06, 0.00, -0.15, -0.01, -0.07, -0.36, 0.12, 0.05, 0.11, 0.11, 0.12, 0.12, 0.11, -0.71, 0.15, 0.09, 0.15, 0.45, -0.32, -0.26, -0.28, -0.07, -0.22, 0.05, -0.42, 0.20, -0.58, 0.18, 0.18, 0.19, 0.09, 0.05, 0.08, 0.10, 0.11, -0.04, -0.43, -0.31, 0.10, 0.10, 0.15, 0.09, 0.05, -0.55, -0.29, 0.11, 0.11, 0.15, 0.15, 0.13, 0.13, 0.17, 0.18], "total_charge": 1, "molar_mass_g_mol": 1176.54, "e_above_lowest_kcal_mol": 72.7}

Record 2
{"formula": "C28H41BF18O12P", "method": "ωB97M-V/def2-TZVPD", "species": ["C", "C", "B", "P", "C", "C", "H", "H", "H", "H", "H", "H", "H", "H", "H", "H", "H", "C", "C", "O", "C", "O", "C", "F", "F", "F", "H", "H", "H", "H", "H", "C", "C", "O", "C", "O", "C", "F", "F", "F", "H", "H", "H", "H", "H", "C", "C", "O", "C", "O", "C", "F", "F", "F", "H", "H", "H", "H", "H", "C", "C", "O", "C", "O", "C", "F", "F", "F", "H", "H", "H", "H", "H", "C", "C", "O", "C", "O", "C", "F", "F", "F", "H", "H", "H", "H", "H", "C", "C", "O", "C", "O", "C", "F", "F", "F", "H", "H", "H", "H", "H"], "coordinates": [[-1.142, -3.886, 1.123], [-1.518, -2.739, 1.915], [-0.454, -2.217, 3.023], [0.482, -0.619, 2.438], [1.785, -0.331, 3.809], [-0.681, 0.887, 2.646], [-1.244, -4.888, 1.581], [-0.694, -3.789, 0.117], [-2.524, -2.278, 1.760], [0.408, -3.064, 3.132], [-0.921, -2.097, 4.143], [1.780, -1.228, 4.465], [2.750, -0.190, 3.299], [1.482, 0.542, 4.425], [-0.014, 1.759, 2.788], [-1.290, 1.076, 1.743], [-1.297, 0.810, 3.571], [3.292, 4.111, -2.687], [3.490, 2.611, -2.589], [3.680, 2.202, -1.227], [2.572, 2.125, -0.487], [1.473, 2.367, -0.877], [2.906, 1.641, 0.918], [3.953, 2.299, 1.445], [3.229, 0.354, 0.916], [1.884, 1.805, 1.755], [4.124, 4.637, -2.215], [3.222, 4.421, -3.730], [2.382, 4.424, -2.174], [4.394, 2.324, -3.124], [2.659, 2.063, -3.037], [-1.739, 1.544, -2.109], [-1.233, 2.615, -3.052], [-1.361, 2.201, -4.427], [-2.579, 2.292, -4.949], [-3.548, 2.685, -4.374], [-2.557, 1.859, -6.411], [-1.901, 0.710, -6.585], [-1.953, 2.776, -7.179], [-3.782, 1.687, -6.900], [-1.231, 0.597, -2.299], [-1.570, 1.834, -1.074], [-2.805, 1.367, -2.248], [-0.170, 2.782, -2.877], [-1.741, 3.568, -2.893], [-8.796, 2.943, -0.735], [-7.499, 3.164, -1.486], [-6.377, 3.170, -0.593], [-5.960, 1.971, -0.182], [-6.449, 0.933, -0.502], [-4.742, 2.118, 0.723], [-4.921, 3.057, 1.659], [-3.661, 2.467, 0.019], [-4.452, 0.993, 1.358], [-8.909, 3.686, 0.057], [-9.648, 3.013, -1.412], [-8.815, 1.962, -0.259], [-7.513, 4.142, -1.966], [-7.354, 2.420, -2.271], [0.639, -6.344, -5.547], [0.529, -6.124, -4.051], [0.659, -4.735, -3.720], [-0.424, -3.988, -3.930], [-1.458, -4.391, -4.364], [-0.163, -2.550, -3.498], [1.001, -2.085, -3.970], [-0.116, -2.449, -2.174], [-1.109, -1.717, -3.925], [1.570, -5.919, -5.927], [0.612, -7.408, -5.781], [-0.177, -5.854, -6.079], [1.344, -6.638, -3.543], [-0.405, -6.523, -3.651], [-0.960, -4.531, 5.965], [-1.801, -5.459, 5.117], [-1.625, -6.839, 5.514], [-2.279, -7.219, 6.603], [-2.990, -6.523, 7.263], [-2.028, -8.699, 6.873], [-0.731, -9.013, 6.798], [-2.669, -9.472, 5.988], [-2.446, -9.065, 8.084], [0.089, -4.831, 5.934], [-1.046, -3.507, 5.604], [-1.267, -4.556, 7.013], [-1.478, -5.395, 4.078], [-2.857, -5.189, 5.146], [6.896, 4.798, 2.442], [7.756, 4.312, 1.293], [7.421, 4.990, 0.069], [7.908, 6.221, -0.064], [8.585, 6.783, 0.741], [7.508, 6.799, -1.417], [6.209, 6.623, -1.674], [8.188, 6.218, -2.412], [7.746, 8.105, -1.491], [5.838, 4.695, 2.194], [7.105, 4.226, 3.346], [7.075, 5.852, 2.654], [7.569, 3.253, 1.117], [8.820, 4.422, 1.509]], "forces_ev_per_a": [[-0.6, 1.2, 0.4], [0.3, -1.4, 0.0], [-1.5, -1.5, 1.3], [-0.1, 0.4, -0.7], [-1.1, -0.3, 0.0], [0.6, -0.1, 0.8], [2.1, 0.6, 0.3], [-1.9, -0.4, -0.3], [1.4, 1.1, -1.3], [0.4, 0.0, -0.1], [-0.2, 0.6, 0.3], [0.2, 0.5, -0.4], [-0.3, 0.0, 0.6], [0.4, -0.4, -0.4], [-0.5, -0.3, -0.1], [0.2, -0.3, 0.5], [0.1, 0.0, -0.7], [-0.1, 0.1, 0.3], [0.0, 0.3, -0.6], [0.1, -0.2, 0.3], [0.3, 0.1, -0.9], [-0.4, 0.1, 0.2], [-0.2, -0.6, 1.4], [0.3, 0.4, -0.2], [0.2, -0.1, -0.5], [0.4, 0.6, -0.7], [0.1, 0.0, -0.1], [0.0, 0.0, 0.0], [0.0, -0.1, -0.1], [0.1, -0.1, 0.3], [-0.1, 0.0, 0.2], [-0.1, -0.2, -0.2], [0.2, 0.0, 0.9], [-0.1, 0.0, -0.6], [0.7, 0.2, 1.1], [-0.5, 0.1, -0.3], [-0.1, -0.5, -0.9], [0.1, -0.1, 0.2], [0.1, 0.3, 0.1], [-0.3, 0.1, 0.2], [0.1, 0.1, 0.1], [0.1, 0.0, -0.1], [0.0, 0.1, 0.0], [0.0, -0.1, -0.3], [-0.1, -0.1, -0.2], [0.0, -0.1, 0.3], [-0.6, 0.1, -0.3], [0.4, 0.1, 0.2], [-0.6, 0.4, -0.6], [0.2, -0.4, 0.2], [0.9, -0.1, 0.9], [-0.4, 0.3, 0.0], [-0.1, 0.2, -0.4], [-0.3, -0.3, -0.2], [0.0, 0.1, -0.1], [0.0, 0.0, 0.0], [0.0, 0.0, -0.1], [0.2, 0.0, 0.2], [0.1, -0.1, 0.2], [-0.1, 0.3, -0.2], [0.0, -0.6, -0.2], [0.0, 0.4, 0.2], [0.3, -1.0, 0.0], [-0.4, 0.3, -0.1], [0.2, 1.1, 0.5], [0.3, -0.2, -0.3], [0.0, -0.3, 0.2], [-0.3, -0.2, -0.3], [0.0, -0.1, 0.1], [0.0, 0.0, 0.1], [-0.1, -0.1, 0.1], [0.0, 0.3, 0.1], [0.0, 0.2, 0.0], [0.0, -0.2, 0.5], [0.1, 0.9, -0.3], [-0.1, -0.7, 0.3], [0.2, 1.1, -0.9], [-0.3, -0.3, 0.5], [0.3, -0.9, 0.3], [0.2, 0.2, -0.1], [-0.2, 0.1, -0.3], [-0.2, 0.3, 0.2], [0.0, 0.1, -0.2], [0.0, -0.1, -0.2], [-0.1, 0.0, 0.0], [0.1, -0.2, 0.1], [0.0, -0.2, 0.2], [-0.2, 0.3, -0.1], [0.0, -0.4, 0.7], [0.0, 0.2, -0.5], [0.0, -0.9, 0.7], [0.2, 0.5, -0.1], [-0.4, 0.5, -0.9], [-0.2, -0.2, 0.2], [0.3, -0.3, 0.1], [0.2, 0.1, 0.3], [0.0, -0.2, 0.0], [0.0, 0.0, -0.1], [0.1, -0.1, 0.0], [-0.1, 0.1, -0.3], [-0.1, 0.2, -0.1]], "lowdin_charge": [-0.11, -0.22, -0.78, 0.84, -0.32, -0.33, 0.01, 0.01, 0.05, 0.02, -0.01, 0.02, -0.01, 0.03, -0.01, 0.00, 0.03, -0.06, -0.20, 0.03, -0.38, 0.17, -0.56, 0.15, 0.15, 0.11, 0.07, 0.08, 0.07, 0.12, 0.12, -0.05, -0.18, 0.04, -0.40, 0.17, -0.55, 0.17, 0.16, 0.17, 0.08, 0.07, 0.07, 0.10, 0.13, -0.06, -0.20, 0.03, -0.39, 0.18, -0.55, 0.17, 0.16, 0.19, 0.08, 0.08, 0.08, 0.12, 0.13, -0.07, -0.20, 0.03, -0.39, 0.17, -0.56, 0.16, 0.18, 0.17, 0.08, 0.08, 0.07, 0.13, 0.13, -0.06, -0.17, 0.03, -0.41, 0.16, -0.55, 0.16, 0.16, 0.16, 0.09, 0.04, 0.07, 0.12, 0.13, -0.06, -0.19, 0.03, -0.40, 0.17, -0.55, 0.16, 0.17, 0.17, 0.08, 0.09, 0.08, 0.13, 0.13], "total_charge": -1, "molar_mass_g_mol": 953.37, "total_energy_ha": -4158.1880}